# 1
Molecular formula: C18H29AsN6O3ReS5
Method: DFT, ωB97M-V/def2-TZVPD

Molecular weight = 798.9 g/mol
Max |F| = 4.3 eV/A
Frontier orbital gap = 6.07 eV
HOMO level = -16.42 eV
Energy above the lowest of the compared OMol25 structures with the same formula, charge and spin = 31.9 kcal/mol
LUMO energy = -10.4 eV
Net charge = +3
E = -5561.69705 Eh

The geometry in XYZ format:
```
63
Properties=species:S:1:pos:R:3:forces:R:3
Re 1.7737 0.1468 0.1400 1.06 -1.84 2.07
N -0.3236 0.3888 2.2634 -0.09 -0.48 -0.01
C -0.6285 1.7871 2.2695 0.50 0.61 -0.41
C -0.6147 2.4082 3.6829 -0.18 0.10 -0.14
C -0.6961 3.9365 3.7929 -0.11 -0.11 -0.14
C -1.8224 4.6432 3.0372 0.34 0.29 -0.10
N -3.1514 4.3367 3.5563 -0.03 -0.10 0.31
C -4.3024 4.5424 2.9135 -0.09 -0.26 0.07
N -5.4557 4.3863 3.5583 -0.13 0.07 0.05
N -4.3272 4.8154 1.6090 0.17 0.12 -0.05
C 0.3842 2.5491 1.3089 -3.17 1.78 2.21
O 0.3100 3.7261 1.1306 0.63 -0.62 -0.50
O 1.2214 1.7245 0.7619 1.49 0.23 -1.40
H -1.0826 -0.2152 1.9764 -0.05 0.06 0.19
H 0.0721 0.0568 3.1351 -0.10 0.00 0.01
H -1.5963 1.9713 1.7889 0.07 -0.08 0.06
H 0.3025 2.0961 4.1890 -0.02 -0.07 0.03
H -1.4500 1.9546 4.2248 0.09 -0.06 -0.03
H 0.2278 4.3853 3.4258 -0.07 0.01 0.14
H -0.7607 4.1785 4.8553 0.03 0.08 0.03
H -1.7672 4.3734 1.9830 -0.06 0.03 0.04
H -1.6375 5.7203 3.1233 -0.07 -0.10 -0.13
H -3.2031 4.2369 4.5621 -0.13 0.01 -0.10
H -5.4997 4.2130 4.5497 0.07 0.00 -0.04
H -6.3350 4.5536 3.0955 0.03 0.01 0.02
H -3.4858 5.0623 1.1154 -0.05 0.04 0.05
H -5.1987 5.0155 1.1435 0.03 0.00 0.05
C -2.5240 0.0981 -3.0450 -0.01 -0.13 -0.02
C -2.4851 -1.3799 -2.6638 -0.56 0.69 0.12
N -1.1638 -1.9413 -2.8561 0.77 0.14 0.58
C -0.9333 -2.7146 -4.0665 0.15 -0.74 -0.64
C -1.4559 -4.1376 -3.9126 0.02 0.13 0.00
C -0.2045 -1.7897 -1.9773 -0.54 0.47 0.39
S -0.5009 -0.8409 -0.5208 0.95 0.42 0.33
N 0.9274 -2.4712 -2.1534 1.44 -0.40 0.03
C 2.1021 -2.2547 -1.6439 -1.77 -1.78 -1.69
O 2.3245 -1.1631 -0.9435 0.79 0.56 -0.66
C 3.1883 -3.1861 -1.8452 0.57 0.17 0.31
C 4.4972 -2.7972 -1.5098 -0.24 0.23 0.02
C 5.5456 -3.6715 -1.6911 0.05 -0.10 0.02
C 5.3033 -4.9491 -2.1911 -0.08 0.16 0.07
C 4.0122 -5.3386 -2.5346 0.06 0.03 0.04
C 2.9555 -4.4672 -2.3695 -0.06 0.29 0.10
H -3.5176 0.4934 -2.8589 -0.12 0.05 -0.02
H -2.2922 0.2411 -4.0966 0.00 -0.01 -0.12
H -1.8104 0.6672 -2.4544 0.01 0.08 0.01
H -3.1769 -1.9442 -3.2882 0.07 -0.07 0.12
H -2.7747 -1.5074 -1.6170 -0.05 -0.12 -0.16
H 0.1370 -2.7337 -4.2741 -0.22 0.13 -0.07
H -1.4428 -2.2063 -4.8870 0.04 0.10 0.09
H -0.9047 -4.6666 -3.1403 0.08 -0.07 0.08
H -1.3409 -4.6709 -4.8515 0.01 -0.05 -0.07
H -2.5088 -4.1496 -3.6472 -0.15 -0.02 0.00
H 4.6821 -1.7840 -1.1550 0.01 -0.16 -0.07
H 6.5533 -3.3649 -1.4514 0.06 -0.01 -0.02
H 6.1251 -5.6395 -2.3103 0.04 -0.04 -0.06
H 3.8392 -6.3273 -2.9280 -0.04 -0.09 -0.04
H 1.9496 -4.7573 -2.6268 -0.09 -0.06 -0.04
S 6.1675 0.0602 3.1073 -0.48 0.06 -0.40
As 4.6588 -0.2409 1.5551 0.42 -0.44 0.72
S 2.6109 -1.0620 2.0309 0.17 1.43 -1.43
S 4.0717 1.1313 -0.0203 -0.85 -0.88 0.35
S 6.4319 -1.5277 1.6459 -0.65 0.33 -0.18
```
Forces are in eV/Å.

Mulliken population analysis, charges in e, atoms 1 to 8: atom 1 (Re): 0.677, atom 2 (N): -0.364, atom 3 (C): 0.344, atom 4 (C): -0.960, atom 5 (C): -1.128, atom 6 (C): -0.717, atom 7 (N): -0.056, atom 8 (C): 0.769

***

# 2
Molecular formula: C18H29BMoN6O7P2S3
Method: DFT, ωB97M-V/def2-TZVPD

Molecular weight = 706.4 g/mol
<S²> = 2.029
Max |F| = 2.1 eV/A
Frontier orbital gap (spin up / spin down) = 7.66 / 7.44 eV
HOMO level (spin up / spin down) = -7.65 / -7.67 eV
Energy above the lowest of the compared OMol25 structures with the same formula, charge and spin = 3.8 kcal/mol
Multiplicity = 3
LUMO energy (spin up / spin down) = 0.0 / -0.2 eV
Net charge = 0
E = -3529.25578 Eh

The geometry in XYZ format:
```
67
Properties=species:S:1:pos:R:3:forces:R:3
Mo 0.8185 -0.2340 0.6567 0.62 -2.00 -0.31
C 0.4252 -1.1993 -3.1537 0.19 -0.11 0.14
C -0.5656 -0.4034 -2.3947 -0.19 0.38 -0.08
C -1.7784 0.0473 -2.9235 -0.03 0.09 0.34
C -2.3243 0.8889 -1.9747 0.18 -0.23 -0.24
C -3.5941 1.6560 -2.0550 0.11 0.15 0.09
N -1.4727 0.9211 -0.9305 -0.71 0.20 -0.20
N -0.4214 0.1086 -1.1704 0.30 -0.26 -0.13
B -1.2876 2.0629 0.0981 0.32 -0.37 -0.08
N -1.4018 1.5346 1.5161 -0.72 0.43 0.29
N -0.4183 0.7602 2.0226 -0.24 0.07 0.77
C -0.6372 0.6513 3.3405 -0.06 0.08 0.16
C 0.2365 -0.0730 4.2990 0.00 -0.08 0.06
C -1.7975 1.3568 3.6695 0.14 -0.08 -0.30
C -2.2544 1.9083 2.4897 0.29 -0.25 0.07
C -3.4559 2.7510 2.2628 0.09 0.05 -0.13
N 0.1642 2.5548 -0.1111 -0.27 0.75 -0.04
N 1.1992 1.6857 -0.0903 0.81 0.69 -0.10
C 2.2633 2.2929 -0.6208 -0.02 0.15 -0.09
C 3.5585 1.6053 -0.8540 0.14 -0.10 0.01
C 1.9130 3.6032 -0.9545 -0.28 -0.15 0.15
C 0.5751 3.7320 -0.6230 0.31 -0.20 -0.03
C -0.3190 4.9103 -0.7766 -0.06 -0.13 0.04
H 0.1769 -1.1621 -4.2127 -0.04 -0.01 0.00
H 0.4280 -2.2427 -2.8486 0.04 -0.02 -0.15
H 1.4292 -0.8093 -3.0020 -0.04 -0.13 -0.08
H -2.1690 -0.1986 -3.8877 -0.16 -0.03 -0.26
H -4.1975 1.2693 -2.8718 -0.06 -0.04 0.02
H -3.4007 2.7082 -2.2545 -0.02 0.13 0.03
H -4.1505 1.5851 -1.1246 -0.14 0.02 0.04
H -2.0691 2.9239 -0.1052 -0.19 0.22 -0.01
H 1.2881 0.1115 4.0802 -0.07 -0.07 0.04
H 0.0579 -1.1483 4.2522 0.07 0.12 0.07
H 0.0208 0.2736 5.3077 -0.05 0.03 0.03
H -2.2421 1.4406 4.6403 -0.06 0.05 0.19
H -4.0354 2.8018 3.1801 -0.06 0.02 0.01
H -4.0713 2.3288 1.4720 -0.14 0.03 -0.04
H -3.1774 3.7612 1.9674 -0.03 0.08 -0.02
H 3.3894 0.5388 -1.0063 0.14 0.05 0.02
H 4.2231 1.7313 -0.0006 0.04 -0.05 -0.10
H 4.0481 2.0194 -1.7306 -0.03 0.08 -0.14
H 2.5536 4.3531 -1.3740 0.09 0.12 -0.10
H 0.2711 5.7769 -1.0601 -0.01 0.05 -0.05
H -0.8287 5.1243 0.1609 -0.07 0.07 0.00
H -1.0729 4.7238 -1.5423 -0.03 0.09 0.00
S 4.5079 -1.8928 2.8890 -0.05 0.03 0.04
C 3.1047 -1.2237 2.3822 0.21 -0.06 0.34
S 2.8878 0.4278 1.9054 -0.49 -0.26 -0.20
S 1.5880 -2.0350 2.2250 0.05 0.78 -0.01
C 0.5220 -4.9947 -1.5582 -0.16 -0.05 -0.29
C 0.8118 -3.9712 -0.4737 -0.16 0.63 -0.08
O 1.0560 -4.5894 0.7733 0.09 -0.71 0.28
P -0.7441 -3.0868 -0.0383 -0.77 -0.27 -0.01
O -1.5513 -4.1114 0.8581 -0.06 -0.09 -0.32
O -1.6793 -2.9662 -1.3140 0.58 -0.49 -0.04
O -0.7079 -1.7789 0.6852 0.68 0.53 0.12
P 2.2334 -2.8663 -1.0133 0.90 -0.35 0.46
O 3.3067 -3.3955 0.0859 -0.70 -0.15 -0.44
O 2.6679 -3.1763 -2.3795 -0.06 -0.09 -0.32
O 1.9247 -1.4074 -0.7246 -0.41 0.60 0.27
H -0.5310 -5.2646 -1.5691 -0.04 -0.22 -0.06
H 1.1190 -5.8836 -1.3716 0.06 -0.01 0.08
H 0.8177 -4.5930 -2.5225 -0.13 -0.04 -0.15
H 1.9967 -4.4932 0.9918 -0.07 0.18 0.09
H -1.0029 -4.4161 1.5874 0.21 -0.26 0.30
H -2.3870 -2.3349 -1.1591 -0.21 0.32 -0.11
H 4.1623 -2.9787 -0.0219 0.41 0.10 0.13
```
Forces are in eV/Å.

Mulliken population analysis, charges in e, atoms 1 to 8: atom 1 (Mo): -0.053, atom 2 (C): -1.283, atom 3 (C): 0.936, atom 4 (C): -1.818, atom 5 (C): 0.878, atom 6 (C): -1.476, atom 7 (N): 0.448, atom 8 (N): 1.067

***

# 3
Molecular formula: C18H29Cl5GaN2O3Si2Te
Method: DFT, ωB97M-V/def2-TZVPD

Molecular weight = 752.2 g/mol
Max |F| = 0.1 eV/A
Frontier orbital gap = 7.86 eV
HOMO level = -11.39 eV
Energy above the lowest of the compared OMol25 structures with the same formula, charge and spin = 0.0 kcal/mol
LUMO energy = -3.5 eV
Net charge = +1
E = -6111.08665 Eh

The geometry in XYZ format:
```
61
Properties=species:S:1:pos:R:3:forces:R:3
Ga 1.1322 -0.9462 0.7243 -0.04 0.02 0.02
Cl -0.9635 -7.2191 -1.6052 0.00 0.00 0.01
C -0.3686 -5.8763 -0.7234 0.01 0.02 0.04
C 0.2439 -4.8193 -1.3916 -0.02 -0.03 -0.01
Cl 0.4259 -4.8435 -3.0964 -0.01 0.01 0.02
C 0.7184 -3.7399 -0.6593 0.05 0.05 0.01
Cl 1.4962 -2.3927 -1.4527 -0.03 -0.05 0.01
C 0.6102 -3.6766 0.7300 0.00 0.00 -0.04
O 1.0821 -2.6411 1.4270 -0.01 -0.10 0.01
C -0.0103 -4.7418 1.3859 0.01 0.02 0.02
Cl -0.1642 -4.6508 3.0960 0.00 0.00 -0.02
C -0.4928 -5.8323 0.6701 0.00 0.01 -0.05
Cl -1.2496 -7.1215 1.5011 0.00 -0.01 0.00
C 3.7359 1.0644 3.3594 -0.01 -0.01 0.01
C 2.8863 0.5659 2.2475 -0.01 -0.05 -0.05
N 1.9122 -0.2638 2.4159 0.06 0.04 -0.02
O 1.7048 -0.8030 3.6691 -0.01 0.01 0.00
C 3.1350 0.9698 0.8560 -0.08 -0.09 0.01
C 4.0455 2.0659 0.4349 0.02 0.01 0.00
N 2.4760 0.2689 -0.0358 0.03 0.10 0.02
O 2.5290 0.4845 -1.2808 0.04 0.00 -0.01
H 3.4008 0.6783 4.3155 0.00 0.01 0.01
H 3.7149 2.1550 3.3720 -0.01 0.00 0.01
H 4.7709 0.7632 3.1875 0.00 0.01 -0.01
H 1.3639 -1.6955 3.4821 0.01 0.00 0.03
H 4.7686 2.3134 1.2082 -0.01 0.01 0.00
H 3.4736 2.9650 0.1879 0.01 0.00 -0.01
H 4.5706 1.7664 -0.4717 0.00 0.00 0.00
C -1.4268 -1.5198 -3.8520 0.00 -0.01 0.00
Si -1.7263 0.2762 -3.4498 0.02 0.01 0.00
C -1.1494 1.4022 -4.8131 0.00 0.00 -0.01
C -3.5169 0.5804 -3.0142 -0.01 0.00 0.02
C -0.6871 0.7006 -1.9124 -0.03 -0.03 -0.01
Te -1.2678 -0.4867 -0.2389 0.00 0.06 0.03
C -2.2616 1.0338 0.8729 -0.03 -0.04 -0.04
Si -1.3229 2.4355 1.7533 0.00 -0.01 0.01
C -0.7765 1.7937 3.4165 -0.02 -0.05 -0.01
C -2.5679 3.8052 1.9539 0.00 0.02 0.02
C 0.1204 3.0283 0.7244 0.00 0.03 0.00
H -1.9833 -1.8097 -4.7455 -0.01 0.00 0.00
H -1.7465 -2.1866 -3.0463 0.01 0.00 0.00
H -0.3692 -1.7093 -4.0476 0.00 -0.01 0.00
H -1.6997 1.2006 -5.7345 0.00 0.00 0.00
H -0.0877 1.2585 -5.0220 0.00 0.00 0.00
H -1.3048 2.4521 -4.5577 0.00 0.00 0.00
H -4.1573 0.3738 -3.8740 0.00 0.00 0.00
H -3.6861 1.6205 -2.7255 -0.01 0.00 0.00
H -3.8632 -0.0633 -2.2006 0.00 0.00 0.00
H -0.8177 1.7329 -1.5860 0.02 0.00 0.01
H 0.3813 0.5266 -2.0618 -0.01 0.02 0.01
H -2.8729 0.4885 1.5957 -0.02 0.01 -0.01
H -2.9480 1.4365 0.1229 -0.01 -0.01 0.00
H -1.6471 1.5709 4.0382 0.00 0.02 -0.01
H -0.1881 2.5492 3.9419 0.02 -0.01 0.00
H -0.1767 0.8838 3.3624 0.01 0.02 0.00
H -3.4434 3.4724 2.5147 0.00 0.00 0.00
H -2.9077 4.1790 0.9861 -0.01 0.00 0.00
H -2.1309 4.6455 2.4979 0.00 0.00 0.00
H 0.7666 2.2310 0.3541 0.02 -0.03 0.01
H 0.7342 3.6972 1.3338 0.01 0.00 -0.02
H -0.2171 3.6038 -0.1403 -0.01 0.00 0.00
```
Forces are in eV/Å.

Mulliken population analysis, charges in e, atoms 1 to 8: atom 1 (Ga): 0.209, atom 2 (Cl): -0.166, atom 3 (C): 0.436, atom 4 (C): -0.241, atom 5 (Cl): -0.147, atom 6 (C): 1.121, atom 7 (Cl): -0.069, atom 8 (C): -0.885

***

# 4
Molecular formula: C18H29Cl5N2O3Ti
Method: DFT, ωB97M-V/def2-TZVPD

Molecular weight = 546.6 g/mol
Max |F| = 0.3 eV/A
Frontier orbital gap = 8.38 eV
HOMO level = -8.55 eV
Energy above the lowest of the compared OMol25 structures with the same formula, charge and spin = 4.1 kcal/mol
LUMO energy = -0.2 eV
Net charge = 0
E = -4188.94437 Eh

The geometry in XYZ format:
```
58
Properties=species:S:1:pos:R:3:forces:R:3
Ti 0.6555 -0.0035 -0.1379 -0.04 -0.30 0.02
C 0.3175 -2.9196 1.4525 0.01 0.02 0.00
N 0.7867 -1.5672 1.7967 0.11 0.05 -0.09
C 2.1650 -1.7224 2.3039 -0.06 -0.02 0.03
C -0.0606 -0.9868 2.8489 0.02 0.00 0.03
C -1.4006 -0.5715 2.2901 0.03 -0.01 0.00
N -1.2503 0.4618 1.2475 0.00 0.08 -0.03
C -2.5262 0.5683 0.5149 -0.01 -0.04 0.01
C -1.0420 1.7761 1.9007 -0.04 -0.01 0.02
H 0.2907 -3.5470 2.3516 0.00 -0.01 0.02
H 0.9979 -3.3535 0.7253 0.00 0.01 0.02
H -0.6767 -2.9010 1.0161 -0.01 0.02 0.01
H 2.1892 -2.4764 3.1002 -0.02 -0.01 0.00
H 2.5247 -0.7811 2.7056 0.01 0.02 0.01
H 2.8118 -2.0338 1.4880 0.01 0.00 -0.03
H 0.4595 -0.1211 3.2555 0.03 0.02 -0.01
H -0.2047 -1.7026 3.6691 0.01 -0.03 0.00
H -2.0476 -0.2035 3.0948 -0.01 0.02 0.02
H -1.9070 -1.4313 1.8511 -0.02 -0.01 -0.03
H -3.3265 0.8492 1.2103 0.00 0.01 0.01
H -2.7838 -0.3770 0.0497 0.00 0.01 0.01
H -2.4428 1.3291 -0.2528 0.02 0.01 -0.01
H -1.9130 2.0116 2.5241 -0.01 -0.01 0.00
H -0.9344 2.5431 1.1398 -0.01 -0.01 -0.02
H -0.1462 1.7720 2.5083 0.01 -0.02 0.00
Cl -1.8082 3.6677 -1.2527 -0.01 0.01 0.00
C -0.2873 2.9280 -1.7021 0.01 -0.04 0.02
C 0.1518 1.7409 -1.1215 -0.03 0.14 -0.23
C 1.3470 1.2435 -1.5061 0.05 0.06 0.18
Cl 1.9229 -1.7056 -1.1294 -0.06 0.10 -0.01
C 2.1937 1.8211 -2.4374 -0.06 0.01 0.01
Cl 3.7081 1.1184 -2.8395 0.04 -0.02 -0.02
C 1.7478 2.9860 -3.0375 0.01 -0.04 0.02
Cl 2.7035 3.7667 -4.2347 0.02 0.03 -0.03
C 0.4994 3.5445 -2.6625 -0.03 -0.02 0.03
Cl -0.0239 5.0014 -3.4177 0.00 0.02 -0.01
C -1.1278 -3.5153 -1.7937 0.02 0.01 -0.01
C -1.8255 -2.2418 -1.3554 0.02 -0.02 -0.06
O -1.0455 -1.0575 -1.5466 -0.07 0.00 0.03
C -1.0259 -0.6432 -2.9303 -0.01 -0.07 -0.02
C -2.1898 0.2672 -3.2537 -0.02 0.01 0.05
H -1.7418 -4.3726 -1.5102 0.01 0.00 0.00
H -0.1495 -3.5988 -1.3247 -0.02 0.00 -0.01
H -0.9862 -3.5529 -2.8736 0.00 0.00 0.02
H -2.0552 -2.2863 -0.2927 -0.01 0.00 0.06
H -2.7808 -2.1223 -1.8760 -0.01 0.01 -0.01
H -1.0400 -1.5351 -3.5586 0.02 0.00 0.00
H -0.0712 -0.1522 -3.0916 0.03 0.04 -0.01
H -3.1475 -0.2282 -3.0792 0.01 0.02 -0.01
H -2.1505 0.5558 -4.3054 0.01 -0.01 0.01
H -2.1525 1.1731 -2.6501 -0.01 -0.01 -0.01
C 3.1029 2.1512 2.9191 -0.02 -0.01 -0.06
O 1.9682 1.5627 2.2702 -0.09 0.00 0.04
C 2.2265 0.9793 1.0436 0.16 0.06 0.01
O 3.3610 0.9926 0.6339 -0.02 -0.10 0.01
H 2.7300 2.5902 3.8407 -0.01 0.00 0.01
H 3.5524 2.9144 2.2866 0.01 0.01 0.01
H 3.8579 1.3956 3.1346 0.02 -0.01 0.01
```
Forces are in eV/Å.

Mulliken population analysis, charges in e, atoms 1 to 8: atom 1 (Ti): -0.289, atom 2 (C): -1.311, atom 3 (N): 0.948, atom 4 (C): -1.309, atom 5 (C): -0.915, atom 6 (C): -1.180, atom 7 (N): 1.239, atom 8 (C): -0.838

***

The lowest molecular weight belongs to which entry? C18H29Cl5N2O3Ti